{
  "formula": "C7H10",
  "method": "ωB97M-V with the def2-TZVPD basis set",
  "elements": ["C", "C", "C", "C", "C", "C", "C", "H", "H", "H", "H", "H", "H", "H", "H", "H", "H"],
  "xyz": [[1.77005, -0.01791, 1.73698], [1.59062, -0.37806, 0.59958], [1.07063, -0.39924, -0.73728], [-0.00760, 0.69882, -0.93609], [-0.34895, 1.60832, 0.22792], [-0.37863, -0.75422, -0.97858], [-1.21996, -1.40687, 0.09156], [1.89234, 0.26635, 2.75362], [1.77528, -0.57119, -1.54637], [0.06746, 1.19556, -1.89852], [0.48821, 1.59519, 0.93952], [-0.50281, 2.63920, -0.09756], [-1.23339, 1.28571, 0.78784], [-0.56160, -1.14655, -1.97862], [-2.28137, -1.17232, -0.05596], [-1.10216, -2.49657, 0.05142], [-0.92591, -1.07684, 1.09350]],
  "forces_ev_per_angstrom": [[0.187, -0.561, -0.235], [-0.036, 0.237, 0.447], [0.091, 0.190, -0.066], [0.081, 0.041, -0.127], [0.079, 0.009, 0.086], [-0.156, -0.128, -0.041], [-0.001, 0.004, 0.047], [0.167, -0.108, 0.036], [-0.127, 0.047, 0.156], [-0.066, -0.093, 0.075], [-0.347, 0.295, -0.163], [-0.061, -0.149, -0.080], [0.057, 0.028, -0.193], [0.055, 0.073, 0.173], [0.177, -0.038, 0.045], [-0.035, 0.198, 0.023], [-0.064, -0.045, -0.183]],
  "lumo_ev": 1.12,
  "charge": 0,
  "smiles": "C#C[C@@H]1[C@H](C)[C@@H]1C",
  "orbital_gap_ev": 10.4017,
  "homo_energy_ha": -0.341
}

---

{
  "formula": "C45H57AsN2PdS2SbSi2",
  "method": "ωB97M-V with the def2-TZVPD basis set",
  "elements": ["Pd", "S", "C", "N", "C", "C", "N", "C", "C", "C", "C", "C", "C", "C", "C", "S", "C", "C", "C", "C", "C", "C", "C", "H", "H", "H", "H", "H", "H", "H", "H", "H", "H", "H", "H", "H", "H", "H", "H", "H", "H", "C", "C", "C", "C", "C", "C", "C", "Sb", "C", "C", "C", "C", "C", "C", "C", "C", "C", "C", "C", "C", "C", "C", "H", "H", "H", "H", "H", "H", "H", "H", "H", "H", "H", "H", "H", "H", "H", "H", "H", "H", "H", "H", "H", "C", "Si", "C", "C", "As", "Si", "C", "C", "C", "H", "H", "H", "H", "H", "H", "H", "H", "H", "H", "H", "H", "H", "H", "H", "H", "H", "H"],
  "xyz": [[-0.55532, 0.61540, 0.40843], [1.08428, -0.18757, -1.17300], [0.79977, -1.87771, -1.00310], [1.03662, -2.70742, -2.03179], [0.58773, -4.09049, -1.97431], [0.85947, -4.64561, -0.60392], [0.22473, -3.78014, 0.38774], [-0.43725, -4.46298, 1.50031], [0.46494, -5.46993, 2.16353], [1.70407, -5.07858, 2.66019], [2.53803, -6.00168, 3.26805], [2.13740, -7.32793, 3.38623], [0.90753, -7.72572, 2.88759], [0.07562, -6.79729, 2.27226], [0.32549, -2.44015, 0.23449], [-0.11032, -1.43938, 1.63457], [1.76598, -2.31089, -3.24119], [3.10791, -2.99611, -3.28909], [4.06661, -2.68044, -2.32726], [5.29421, -3.31975, -2.32894], [5.57906, -4.27886, -3.29575], [4.63236, -4.59249, -4.25703], [3.39802, -3.95201, -4.25159], [1.12523, -4.66012, -2.73011], [-0.48325, -4.13000, -2.20329], [1.93611, -4.69442, -0.41366], [0.45103, -5.64870, -0.49644], [-1.32860, -4.96492, 1.10996], [-0.77625, -3.70989, 2.20884], [2.01683, -4.04587, 2.56140], [3.49907, -5.68950, 3.65476], [2.78683, -8.04953, 3.86328], [0.59361, -8.75715, 2.97411], [-0.88722, -7.11027, 1.88463], [1.87811, -1.22932, -3.22346], [1.16079, -2.55951, -4.11595], [3.84513, -1.92576, -1.57956], [6.03681, -3.06603, -1.58390], [6.53927, -4.77685, -3.29883], [4.85257, -5.33369, -5.01370], [2.65945, -4.19352, -5.00809], [-4.21138, 3.25098, 0.60677], [-3.92303, 3.99049, -0.67378], [-4.59196, 5.19247, -0.90201], [-4.37455, 5.93453, -2.04884], [-3.48267, 5.47598, -3.00702], [-2.81612, 4.27894, -2.80492], [-3.02241, 3.53304, -1.64470], [-2.08227, 1.63799, -1.37864], [-3.81427, 0.40841, -1.49115], [-3.98397, -0.50841, -0.45674], [-5.12698, -1.28954, -0.37130], [-6.11892, -1.14674, -1.32828], [-5.95312, -0.23833, -2.36269], [-4.80835, 0.54836, -2.46977], [-4.69063, 1.48509, -3.64362], [-1.00156, 1.46271, -3.19545], [-0.12382, 2.51705, -3.44498], [0.74807, 2.49408, -4.52331], [0.74562, 1.39719, -5.36954], [-0.10304, 0.33249, -5.10855], [-0.96860, 0.32919, -4.01684], [-1.77531, -0.91087, -3.74027], [-5.26183, 3.35426, 0.87915], [-3.62171, 3.64916, 1.43359], [-4.01107, 2.18075, 0.54268], [-5.30183, 5.54408, -0.16241], [-4.90838, 6.86336, -2.20033], [-3.31458, 6.04051, -3.91457], [-2.15096, 3.91881, -3.57948], [-3.20814, -0.61999, 0.29761], [-5.24294, -1.99875, 0.43790], [-7.01923, -1.74462, -1.27666], [-6.72536, -0.14131, -3.11675], [-5.18292, 1.05760, -4.51769], [-3.65306, 1.67935, -3.91514], [-5.15813, 2.44981, -3.43782], [-0.10471, 3.38131, -2.78767], [1.41838, 3.32444, -4.70097], [1.40854, 1.36327, -6.22418], [-0.08833, -0.53048, -5.76508], [-1.45796, -1.72402, -4.39405], [-2.84278, -0.75872, -3.89821], [-1.65382, -1.24108, -2.70464], [1.41832, -2.11336, 4.66878], [1.31138, -0.27342, 4.46325], [-0.29219, 0.34976, 5.16026], [2.79551, 0.48636, 5.28737], [1.62332, 0.12273, 2.12909], [0.77519, 2.42093, 1.94828], [-0.98722, 2.67898, 2.51308], [1.21695, 3.31671, 0.36562], [1.91013, 3.18409, 3.22671], [1.56882, -2.33967, 5.72803], [2.26745, -2.52169, 4.12026], [0.51401, -2.62526, 4.33784], [-0.47023, -0.11423, 6.13401], [-1.13976, 0.10514, 4.51714], [-0.27557, 1.42970, 5.30910], [2.89661, 0.04400, 6.28264], [2.72479, 1.56459, 5.40818], [3.71575, 0.26620, 4.74284], [-1.73482, 1.95154, 2.17333], [-1.32113, 3.65765, 2.16035], [-1.01909, 2.67193, 3.60189], [1.46587, 2.66878, -0.47491], [2.07143, 3.96983, 0.55157], [0.36993, 3.93989, 0.06176], [1.59802, 2.98732, 4.25131], [1.88525, 4.26712, 3.07304], [2.95052, 2.87090, 3.11733]],
  "forces_ev_per_angstrom": [[-0.102, -0.245, 0.119], [-0.138, -0.140, 0.021], [-0.066, -0.041, 0.504], [0.108, -0.034, -0.233], [-0.038, 0.105, -0.066], [-0.049, 0.050, 0.130], [0.159, -0.282, -0.006], [-0.080, 0.139, -0.053], [0.032, -0.026, -0.004], [0.032, -0.018, -0.038], [-0.028, -0.028, 0.012], [0.019, 0.010, -0.006], [-0.024, 0.054, -0.012], [0.004, -0.052, 0.080], [0.082, 0.401, -0.088], [-0.102, 0.207, -0.181], [-0.085, 0.086, 0.055], [0.041, 0.046, 0.015], [-0.024, -0.024, 0.003], [0.024, -0.013, -0.030], [-0.029, 0.009, 0.018], [-0.005, 0.015, -0.005], [0.012, -0.012, -0.014], [0.035, 0.000, 0.023], [0.014, -0.041, 0.004], [-0.004, -0.016, -0.036], [-0.012, 0.002, -0.021], [0.014, 0.001, -0.006], [0.011, -0.058, 0.028], [-0.002, -0.001, -0.028], [0.012, 0.000, -0.001], [0.007, 0.000, 0.002], [-0.002, -0.007, -0.003], [0.001, 0.003, -0.014], [-0.009, 0.001, -0.033], [-0.004, -0.096, 0.009], [0.003, 0.002, 0.005], [-0.001, 0.001, 0.005], [0.008, 0.002, 0.001], [-0.006, -0.004, -0.003], [0.000, -0.008, -0.003], [-0.034, -0.056, 0.043], [0.033, -0.025, -0.047], [0.007, -0.012, 0.019], [0.012, 0.013, -0.031], [-0.015, 0.021, 0.003], [-0.001, -0.036, 0.009], [-0.055, 0.106, 0.111], [-0.194, 0.057, -0.367], [-0.125, 0.036, -0.134], [0.036, -0.044, 0.055], [0.008, -0.010, 0.023], [0.022, 0.036, -0.025], [0.008, -0.058, 0.017], [0.025, -0.023, -0.015], [0.046, -0.006, -0.024], [0.070, 0.026, -0.101], [0.045, 0.033, -0.026], [-0.005, -0.036, -0.021], [-0.024, 0.018, 0.017], [0.010, -0.007, -0.018], [0.047, -0.004, -0.007], [-0.051, 0.003, 0.036], [0.005, 0.019, -0.005], [0.029, 0.033, 0.011], [0.002, 0.008, -0.025], [0.000, 0.001, 0.004], [0.001, 0.006, 0.000], [0.000, -0.001, -0.006], [-0.037, 0.006, 0.036], [-0.017, 0.018, -0.029], [0.004, 0.000, 0.006], [-0.006, -0.003, 0.009], [-0.003, 0.001, -0.003], [-0.026, 0.010, 0.020], [0.029, -0.002, 0.004], [0.002, 0.009, 0.046], [-0.008, -0.030, 0.015], [0.002, 0.007, 0.016], [0.002, 0.000, -0.001], [0.007, -0.009, 0.011], [0.003, 0.011, 0.004], [-0.043, 0.034, -0.009], [0.025, 0.019, 0.030], [-0.013, -0.218, 0.052], [0.039, 0.009, -0.120], [-0.175, 0.100, 0.113], [0.156, 0.036, 0.153], [0.213, -0.075, -0.102], [0.467, -0.173, 0.097], [-0.277, 0.021, 0.003], [-0.055, -0.017, -0.271], [-0.020, 0.088, 0.188], [-0.022, -0.026, -0.008], [0.028, -0.011, 0.023], [0.032, -0.024, 0.012], [0.002, 0.012, 0.003], [-0.008, -0.009, -0.002], [-0.024, 0.017, 0.007], [0.001, 0.035, 0.009], [0.013, 0.023, 0.016], [-0.008, -0.013, -0.014], [0.049, -0.011, -0.026], [-0.010, 0.042, 0.017], [-0.032, 0.022, 0.044], [0.000, -0.015, 0.029], [0.005, 0.027, -0.025], [0.022, 0.013, -0.019], [-0.015, 0.005, 0.021], [-0.006, 0.007, 0.033], [-0.009, -0.022, -0.036]],
  "s_squared": 2.01,
  "lumo_ev": [-2.33, -3.62],
  "charge": 1,
  "spin_multiplicity": 3,
  "orbital_gap_ev": [6.9988, 6.6801],
  "homo_energy_ha": [-0.343, -0.378]
}

---

{
  "formula": "H16O8",
  "method": "ωB97M-V with the def2-TZVPD basis set",
  "elements": ["O", "H", "H", "O", "H", "H", "O", "H", "H", "O", "H", "H", "O", "H", "H", "O", "H", "H", "O", "H", "H", "O", "H", "H"],
  "xyz": [[1.27334, 0.28430, 0.03903], [0.68315, 1.04583, 0.01200], [1.18689, -0.11056, -0.83596], [2.03755, -2.19862, 1.34927], [2.41002, -1.38951, 0.98105], [1.34912, -1.88844, 1.94831], [-1.23459, 4.79255, 1.05487], [-1.08635, 4.65195, 0.11294], [-1.34541, 3.90344, 1.41011], [-2.75925, -2.02171, 1.37880], [-1.80068, -1.94889, 1.44832], [-2.89975, -2.47546, 0.54014], [-1.00004, 2.13097, -1.26272], [-1.65115, 1.84269, -0.61315], [-0.85247, 1.35074, -1.80903], [-0.15121, -3.82833, -1.00906], [-0.36815, -4.54814, -1.61222], [0.24520, -4.27012, -0.24967], [-3.71903, 0.40330, -0.48823], [-3.19915, 0.01853, 0.22639], [-3.07848, 0.54460, -1.19443], [5.38956, 1.34771, -0.10259], [5.56907, 0.49306, -0.51043], [5.00182, 1.87011, -0.81375]],
  "forces_ev_per_angstrom": [[-0.152, 0.004, -0.145], [0.097, 0.182, -0.023], [0.063, -0.094, 0.103], [-0.009, -0.216, 0.136], [-0.169, 0.056, 0.045], [0.164, 0.051, -0.112], [-0.007, -0.194, -0.073], [0.012, 0.034, 0.018], [0.009, 0.148, 0.037], [0.136, 0.265, -0.155], [-0.019, -0.114, 0.016], [-0.013, -0.060, 0.027], [0.124, -0.244, 0.166], [-0.177, 0.159, 0.052], [0.031, 0.129, -0.133], [-0.126, -0.154, -0.007], [-0.005, 0.093, 0.015], [0.119, 0.171, 0.007], [0.404, 0.255, -0.096], [-0.179, -0.360, 0.247], [-0.308, -0.104, -0.135], [-0.026, -0.070, -0.205], [0.015, 0.059, 0.096], [0.017, 0.003, 0.118]],
  "lumo_ev": -0.29,
  "charge": 0,
  "smiles": "O.O.O.O.O.O.O.O",
  "orbital_gap_ev": 11.0715,
  "homo_energy_ha": -0.418
}